DFT (ωB97M-V with the def2-TZVPD basis set) results for a cluster of 2 separate species, C3H6O in total at a distorted geometry.

The charge is 0. Its SMILES is C=C.C=O. The energy above the lowest of the compared OMol25 structures with the same formula, charge and spin is 185.5 kJ/mol. The calculation puts the HOMO energy at -10.34 eV.

```
10
Properties=species:S:1:pos:R:3:forces:R:3
H -1.224 1.088 -0.672 0.2 -0.3 0.0
C -1.274 0.087 -0.235 0.1 0.4 -0.1
C 2.816 0.218 0.121 0.9 -0.9 0.0
H 1.806 0.301 -0.341 0.4 -0.1 -0.1
H -0.312 -0.409 -0.047 -0.7 0.0 0.0
H -3.385 0.184 -0.155 0.5 -0.2 0.0
H -2.636 -1.369 0.542 0.2 0.5 -0.4
O 3.668 -0.574 -0.233 -1.2 0.9 0.1
H 3.017 0.873 0.981 -0.1 0.2 0.0
C -2.476 -0.399 0.040 -0.3 -0.5 0.6
```
Forces are in eV/Å.